No. 1
{
  "formula": "C13H18NO2S",
  "method": "ωB97M-V/def2-TZVPD",
  "elements": ["S", "O", "O", "N", "C", "C", "C", "C", "C", "C", "C", "C", "C", "C", "C", "C", "C", "H", "H", "H", "H", "H", "H", "H", "H", "H", "H", "H", "H", "H", "H", "H", "H", "H", "H"],
  "coordinates": [[-1.622885, -2.109350, -2.031200], [-3.103992, 0.677841, -6.965525], [0.075409, 0.101922, -1.160379], [-0.195018, -0.744292, 2.365608], [-3.782294, -0.259784, -4.809221], [-0.395171, -0.797523, -0.467075], [-3.383467, -0.787112, -3.594983], [-4.227795, 1.600218, -6.960162], [-2.815468, 0.005356, -5.814815], [0.857758, -1.391013, 1.640781], [-1.356973, -0.167966, 1.764989], [-1.067836, -0.890903, -4.384305], [-1.460648, -0.367812, -5.597489], [-1.683311, -0.632956, 0.350238], [0.486669, -1.850891, 0.232988], [0.108827, -0.300030, 3.697524], [-2.031078, -1.174687, -3.371944], [-0.764793, -0.190546, -6.416605], [-1.296417, 0.941544, 1.805920], [-3.982499, 2.314694, -7.748043], [1.764093, -0.746384, 1.612582], [0.758443, -1.015562, 4.221394], [-2.186163, -0.444601, 2.442528], [-0.826067, -0.187212, 4.264262], [-5.144929, 1.053340, -7.213216], [1.144439, -2.278115, 2.235776], [-2.233788, -1.580384, 0.439423], [-2.334801, 0.099782, -0.136496], [-0.029190, -2.815972, 0.315139], [-0.027037, -1.137564, -4.199368], [-4.831698, -0.021676, -4.998309], [0.614949, 0.683725, 3.706112], [1.393508, -1.994657, -0.361724], [-4.325610, 2.118270, -5.994390], [-4.106193, -0.970126, -2.808259]],
  "forces_ev_per_angstrom": [[0.15, -1.95, 0.92], [-0.80, 0.84, -0.67], [0.38, 0.30, 0.52], [-0.09, -0.88, 0.45], [0.64, 0.66, -1.08], [-0.41, 0.02, 0.37], [1.04, -0.38, -0.12], [1.02, -0.92, -0.03], [0.19, -0.61, 1.70], [0.78, 0.18, 0.33], [-0.38, 0.96, 0.62], [-0.80, -0.22, 0.30], [-1.18, 0.77, -0.44], [-0.11, -0.01, 0.39], [-0.08, -0.12, -0.52], [-0.10, 0.08, -0.39], [-0.43, 0.86, -1.37], [0.00, 0.07, 0.24], [0.03, -0.14, -0.18], [-0.22, -0.02, 0.07], [-0.20, -0.08, -0.21], [-0.14, 0.07, -0.14], [-0.15, 0.29, -0.29], [0.17, -0.06, -0.01], [0.03, 0.24, 0.14], [0.18, 0.12, -0.21], [0.35, 0.28, -0.25], [0.10, -0.17, 0.05], [-0.09, 0.26, -0.21], [-0.18, -0.09, 0.01], [0.28, 0.02, 0.13], [0.03, -0.02, 0.08], [-0.11, -0.02, 0.11], [0.04, -0.24, -0.23], [0.05, -0.10, -0.06]],
  "energy_ha": -1109.568524,
  "multiplicity": 1,
  "total_charge": -1,
  "max_force_ev_per_a": 2.162,
  "homo_lumo_gap_ev": 5.9,
  "homo_energy_ev": -2.798,
  "e_lumo_ha": 0.1148
}

No. 2
{
  "formula": "C19H36ClN2O5",
  "method": "ωB97M-V/def2-TZVPD",
  "elements": ["Cl", "O", "O", "O", "O", "O", "N", "N", "C", "C", "C", "C", "C", "C", "C", "C", "C", "C", "C", "C", "C", "C", "C", "C", "C", "C", "C", "H", "H", "H", "H", "H", "H", "H", "H", "H", "H", "H", "H", "H", "H", "H", "H", "H", "H", "H", "H", "H", "H", "H", "H", "H", "H", "H", "H", "H", "H", "H", "H", "H", "H", "H", "H"],
  "coordinates": [[-4.080409, -0.107887, 1.561448], [1.393638, 3.366711, -3.401947], [2.950917, 0.077098, -0.284368], [0.324835, -1.042234, 3.301460], [-0.451931, -2.531360, 1.853671], [0.321067, 1.440751, -3.730498], [0.793741, 1.774615, 0.313005], [-1.568403, 1.968742, 1.930759], [-1.644426, 1.534607, 0.537850], [0.845321, 2.620779, -4.162641], [-0.830547, -4.401469, 3.224006], [1.942860, 2.225793, -0.534562], [0.902551, 2.169001, 1.752767], [-0.526342, 2.196520, -0.247478], [-0.188734, 0.682128, -4.853173], [-1.146912, -3.794614, 1.857336], [2.724712, -2.095796, 0.792938], [-0.191619, -2.110218, 3.110938], [-2.859258, -2.192915, 0.297191], [-2.986137, -0.681729, 0.242462], [-1.623623, 0.001452, 0.334535], [0.609427, 2.763640, -5.646991], [2.591387, -0.596417, 0.926227], [-0.661132, -3.158551, 4.093527], [-0.288576, 1.716279, 2.577972], [-0.461044, 1.718951, -5.937481], [3.196934, 1.460773, -0.142971], [-1.069401, 0.145882, -4.509517], [3.509063, 1.681523, 0.885189], [-1.608133, -2.811629, 4.515276], [-2.212624, -3.595523, 1.726877], [1.537660, -0.385401, 1.172704], [1.661134, 1.971549, -1.555742], [0.578921, -0.035217, -5.147483], [0.050776, -3.249291, 4.909915], [1.027141, 3.255470, 1.740125], [3.127435, -2.505775, 1.722293], [1.748416, -2.552492, 0.633227], [-0.146072, 0.667874, 2.885924], [-0.552861, 3.287269, -0.192217], [1.805110, 1.712134, 2.154826], [-3.699250, -2.691501, -0.187700], [3.184977, -0.195500, 1.757338], [-0.782540, -4.373821, 1.012903], [-1.938525, -2.502390, -0.209241], [-3.495575, -0.363652, -0.669528], [-0.532480, 1.891944, -1.296134], [-0.405900, 1.294218, -6.936584], [3.390575, -2.409412, -0.012495], [-2.804010, -2.541225, 1.330966], [-2.293112, 1.483123, 2.447520], [-1.453676, 2.149141, -5.801904], [-1.606321, -5.081918, 3.565311], [-1.058916, -0.477769, 1.148013], [-0.250384, 2.319799, 3.489309], [0.343005, 3.790770, -5.881992], [2.032232, 3.312044, -0.467025], [0.828325, 0.751334, 0.254449], [-1.101156, -0.254157, -0.599008], [4.006531, 1.764411, -0.810488], [1.554665, 2.542862, -6.149794], [-2.573122, 1.951853, 0.133777], [0.109794, -4.951177, 3.174928]],
  "forces_ev_per_angstrom": [[0.00, -0.11, 0.04], [-0.07, -0.01, -0.06], [0.12, -0.29, 0.01], [0.21, -0.67, 0.24], [-0.03, -0.02, -0.12], [0.00, 0.03, -0.03], [-0.10, -0.14, -0.09], [-0.06, 0.14, -0.28], [-0.13, 0.04, -0.01], [-0.03, -0.05, 0.09], [0.20, -0.02, -0.10], [-0.02, -0.03, -0.02], [0.04, 0.28, -0.09], [0.15, 0.11, -0.11], [0.03, 0.01, 0.05], [0.39, -0.75, 0.79], [0.09, -0.42, 0.15], [-0.14, -0.28, -0.02], [-0.46, 0.42, -0.34], [0.03, 0.26, -0.25], [0.12, -0.06, 0.21], [0.09, 0.04, 0.02], [-0.18, 0.27, -0.01], [0.05, 0.12, 0.03], [0.08, -0.19, 0.32], [-0.05, 0.00, 0.02], [-0.19, 0.17, 0.13], [-0.01, 0.01, -0.03], [0.06, 0.08, -0.14], [-0.01, 0.00, 0.00], [0.98, -1.17, 0.59], [0.28, -0.20, 0.25], [0.14, 0.10, 0.04], [-0.01, 0.00, -0.02], [-0.02, -0.03, 0.01], [-0.10, -0.07, 0.03], [-0.06, -0.02, -0.07], [0.09, -0.02, -0.11], [-0.08, 0.72, -0.36], [-0.11, -0.10, 0.07], [-0.04, 0.13, 0.01], [-0.06, 0.07, 0.07], [0.09, -0.12, -0.11], [0.01, -0.02, 0.00], [-0.17, 0.05, 0.04], [0.07, 0.00, 0.06], [-0.03, 0.06, 0.07], [0.02, 0.00, 0.00], [0.01, 0.28, 0.02], [-0.74, 1.30, -0.89], [-0.04, 0.24, 0.02], [0.00, -0.01, -0.02], [-0.02, 0.03, 0.01], [-0.12, 0.23, -0.24], [-0.02, -0.09, 0.02], [-0.02, -0.02, -0.02], [0.03, -0.09, 0.08], [-0.13, 0.15, 0.01], [-0.05, -0.02, 0.04], [-0.07, -0.15, 0.00], [-0.02, -0.01, -0.01], [0.02, -0.15, -0.02], [-0.01, -0.03, 0.04]],
  "energy_ha": -1691.251494,
  "multiplicity": 1,
  "total_charge": 1,
  "max_force_ev_per_a": 1.744,
  "homo_lumo_gap_ev": 9.8,
  "homo_energy_ev": -11.691,
  "e_lumo_ha": -0.0689
}

No. 3
{
  "formula": "H12LiO6",
  "method": "ωB97M-V/def2-TZVPD",
  "elements": ["O", "O", "O", "O", "O", "O", "Li", "H", "H", "H", "H", "H", "H", "H", "H", "H", "H", "H", "H"],
  "coordinates": [[0.586711, -1.598056, 1.472985], [-0.405726, 1.722257, -0.875378], [-1.529018, -1.324476, -1.306545], [1.765596, -0.964197, -1.659159], [-1.828583, 0.535089, 1.418464], [1.506808, 1.253646, 1.074930], [-0.145204, -0.033593, 0.055760], [-1.499674, 0.665444, 2.398507], [-0.379788, 2.592826, -0.581495], [1.367851, -2.306655, 1.362580], [0.360553, -1.731660, 2.422815], [-2.232877, -0.871641, -1.683346], [-0.641178, 1.675841, -1.772873], [1.704227, -0.694042, -2.652924], [1.724354, 2.213468, 0.641081], [1.114825, 1.317089, 1.895618], [1.906298, -1.882641, -1.469020], [-2.161452, 1.388163, 1.146448], [-1.213720, -1.956862, -1.888449]],
  "forces_ev_per_angstrom": [[2.39, -2.54, 0.64], [0.24, -2.69, 0.89], [1.45, 1.13, 3.25], [-0.77, 2.38, -1.83], [1.63, -0.22, 2.87], [1.97, 2.51, -4.85], [0.18, -0.24, 0.15], [-1.24, -0.31, -2.90], [0.01, 2.39, 0.48], [-2.58, 2.53, 0.21], [0.04, 0.18, -1.00], [-2.09, 1.00, -1.20], [-0.49, 0.33, -1.83], [0.41, -1.63, 2.78], [-0.91, -3.60, 2.18], [-1.01, 0.93, 2.85], [0.21, -0.71, -0.86], [-0.22, 0.43, 0.01], [0.80, -1.87, -1.86]],
  "energy_ha": -465.999595,
  "multiplicity": 1,
  "total_charge": 1,
  "max_force_ev_per_a": 5.803,
  "homo_lumo_gap_ev": 11.7,
  "homo_energy_ev": -15.046,
  "e_lumo_ha": -0.1226
}

No. 4
{
  "formula": "C35H39N4Sn",
  "method": "ωB97M-V/def2-TZVPD",
  "elements": ["Sn", "N", "N", "N", "N", "C", "C", "C", "C", "C", "C", "C", "C", "C", "C", "C", "C", "C", "C", "C", "C", "C", "C", "C", "C", "C", "C", "C", "C", "C", "C", "C", "C", "C", "C", "C", "C", "C", "C", "C", "H", "H", "H", "H", "H", "H", "H", "H", "H", "H", "H", "H", "H", "H", "H", "H", "H", "H", "H", "H", "H", "H", "H", "H", "H", "H", "H", "H", "H", "H", "H", "H", "H", "H", "H", "H", "H", "H", "H"],
  "coordinates": [[-0.000668, 1.937708, 0.823587], [-0.001264, 3.889326, -0.336209], [-2.220238, 2.428110, 0.038668], [2.218943, 2.429741, 0.039113], [0.001447, -1.213560, 0.081076], [0.000594, -1.481098, -1.196161], [-0.001739, -0.398277, -3.413265], [-1.277113, -3.067646, 1.147765], [-3.290264, 1.676724, 0.348737], [-4.744032, 3.553875, 0.039214], [-0.000571, -2.892350, -3.197797], [-3.632975, 4.323498, -0.288268], [0.000454, -2.147876, 1.167397], [-3.091273, 0.228944, 0.685617], [0.001146, -2.293012, 3.699610], [1.280935, -3.064708, 1.147393], [-1.199299, 5.622562, -1.430824], [0.000172, -0.313996, -2.053942], [-4.571427, 2.220021, 0.340039], [-0.000579, -4.237359, -3.873990], [1.165201, 4.452896, -0.695316], [0.004030, -4.877045, 2.312771], [-0.000051, -1.359887, 2.485851], [3.091636, 0.231639, 0.687273], [-2.393840, 3.723660, -0.302063], [-1.168077, 4.452160, -0.695076], [1.195583, 5.623067, -1.431544], [-0.002079, 6.217286, -1.794656], [4.570435, 2.223407, 0.338991], [-1.246707, -3.991368, 2.365488], [3.289673, 1.679234, 0.348943], [-1.251231, -3.173302, 3.657943], [0.000554, -2.781513, -1.834419], [1.252591, -3.988369, 2.365158], [2.391495, 3.725278, -0.302076], [-0.002093, -1.702060, -3.958580], [1.255596, -3.170324, 3.657656], [-0.003216, 0.823393, -4.295317], [3.630071, 4.326088, -0.288539], [4.741811, 3.557380, 0.038230], [-5.416782, 1.589750, 0.583080], [-3.475391, -0.396538, -0.123670], [3.642740, -0.033982, 1.589055], [-2.154013, -2.557164, 3.719006], [-0.002311, 7.129564, -2.377038], [3.472676, -0.394400, -0.122991], [1.316961, -3.647653, 0.229616], [3.742084, 5.379143, -0.502065], [-3.639337, -0.037249, 1.589042], [5.416491, 1.593893, 0.581310], [0.002302, -3.684770, -1.248098], [2.156935, -2.552145, 3.718530], [0.886272, -0.716315, 2.520269], [-0.000616, -4.140192, -4.957418], [-0.889393, 1.431284, -4.107499], [0.877993, 1.436972, -4.102861], [0.004842, -5.561409, 3.161941], [-2.039601, -0.010701, 0.825769], [-2.158536, -2.420275, 1.173173], [-1.261438, -3.842715, 4.519275], [-1.313173, -3.651134, 0.230544], [2.040378, -0.007565, 0.831231], [-3.745853, 5.376265, -0.502211], [0.000297, 0.555974, -5.349627], [-0.880346, -4.814072, -3.586160], [-0.887766, -0.718245, 2.520515], [-2.138912, -4.619170, 2.315247], [-5.729876, 4.000034, 0.058388], [-2.138248, 6.053758, -1.744031], [0.879033, -4.814298, -3.586220], [2.146536, -4.613733, 2.314776], [0.004457, -5.483640, 1.401657], [1.267388, -3.839934, 4.518765], [2.134206, 6.054481, -1.745502], [0.000738, -1.688410, 4.606949], [-0.003249, -1.797542, -5.040479], [0.000836, 0.660744, -1.569928], [2.160739, -2.415286, 1.172303], [5.727338, 4.004437, 0.056908]],
  "forces_ev_per_angstrom": [[0.00, 0.44, 0.29], [0.00, -0.21, 0.02], [0.04, -0.19, -0.08], [-0.04, -0.19, -0.08], [-0.01, 0.07, -0.32], [0.00, -0.02, 0.16], [0.00, 0.08, -0.08], [0.18, 0.28, 0.01], [0.05, -0.07, 0.05], [-0.04, -0.01, 0.01], [0.00, -0.07, -0.15], [-0.04, 0.07, 0.00], [0.01, -0.47, 0.20], [-0.04, 0.11, -0.08], [0.00, -0.08, -0.02], [-0.19, 0.28, 0.00], [0.00, 0.06, -0.01], [0.00, 0.02, -0.02], [-0.03, 0.01, 0.02], [0.00, 0.04, -0.01], [0.03, 0.00, 0.02], [0.00, 0.18, -0.03], [0.00, 0.05, -0.02], [0.04, 0.11, -0.08], [-0.02, 0.01, 0.00], [-0.03, 0.01, 0.01], [0.00, 0.06, -0.01], [0.00, 0.02, 0.00], [0.03, 0.01, 0.02], [0.01, -0.13, 0.01], [-0.05, -0.07, 0.06], [0.02, 0.05, -0.04], [0.00, -0.01, -0.05], [-0.01, -0.13, 0.01], [0.02, 0.01, -0.01], [0.00, -0.02, 0.06], [-0.03, 0.05, -0.04], [0.00, -0.07, 0.04], [0.04, 0.08, 0.00], [0.05, -0.01, 0.01], [0.02, 0.01, 0.01], [0.00, 0.01, 0.00], [-0.01, 0.01, 0.01], [0.01, -0.02, 0.00], [0.00, -0.01, 0.00], [0.00, 0.01, 0.00], [0.03, -0.03, -0.02], [-0.01, -0.02, -0.03], [0.00, 0.01, 0.02], [-0.02, 0.01, 0.01], [0.00, 0.01, 0.10], [-0.01, -0.02, 0.00], [-0.02, 0.01, 0.02], [0.00, 0.00, 0.01], [0.00, -0.02, -0.01], [0.00, -0.02, -0.01], [0.00, -0.03, -0.03], [0.00, -0.03, 0.00], [-0.01, -0.05, 0.00], [-0.02, 0.00, 0.00], [-0.03, -0.03, -0.03], [0.00, -0.03, 0.01], [0.00, -0.02, -0.03], [0.00, -0.01, 0.01], [0.00, 0.03, 0.00], [0.02, 0.01, 0.02], [-0.02, 0.00, 0.03], [0.01, -0.01, 0.00], [0.00, 0.00, 0.01], [0.00, 0.03, 0.00], [0.02, 0.00, 0.03], [0.00, -0.02, 0.04], [0.02, 0.00, 0.00], [0.00, 0.00, 0.02], [0.00, 0.02, 0.02], [0.00, 0.00, 0.00], [0.00, -0.08, -0.08], [0.01, -0.05, 0.00], [-0.01, -0.01, 0.00]],
  "energy_ha": -1789.561012,
  "multiplicity": 1,
  "total_charge": 3,
  "max_force_ev_per_a": 0.532,
  "homo_lumo_gap_ev": 6.0,
  "homo_energy_ev": -17.110,
  "e_lumo_ha": -0.4093
}